DFT (wB97M-V/def2-TZVPD) results for C22H34N4OPtSSi as an isolated structure.

Each line ends with the Mulliken spin population.
Geometry (Å):
1 Pt 0.00445 -1.06098 0.29256  1.573
2 C 2.96257 -3.53200 -0.14126  -0.027
3 C 4.07432 -2.48774 -0.24865  -0.005
4 C 3.79290 -1.46478 -1.32814  0.000
5 C 4.51459 -1.53293 -2.51491  -0.005
6 C 4.21812 -0.70624 -3.58656  0.011
7 C 3.16521 0.18430 -3.48624  -0.008
8 C 2.41218 0.28621 -2.32038  -0.022
9 C 1.22075 1.20474 -2.29561  0.006
10 C 0.01984 0.57602 -3.00634  0.012
11 C 2.75992 -0.51598 -1.22980  -0.007
12 N 2.02764 -0.41750 -0.00904  0.129
13 C 2.66127 -0.14780 1.08930  0.003
14 C 2.01087 -0.32498 2.33160  0.004
15 C 2.40169 -0.13709 3.66126  0.012
16 C 1.31961 -0.54694 4.44079  0.005
17 C 0.32236 -0.97506 3.55323  -0.010
18 N 0.73860 -0.83785 2.29186  0.143
19 H 3.21609 -4.29572 0.59496  0.001
20 H 2.79757 -4.02010 -1.10291  -0.004
21 H 2.01915 -3.07457 0.16711  0.034
22 H 5.01487 -2.98356 -0.49520  0.001
23 H 4.22811 -2.02687 0.72754  0.000
24 H 5.31666 -2.25691 -2.59759  0.000
25 H 4.79799 -0.76809 -4.49844  0.001
26 H 2.91075 0.82171 -4.32569  0.000
27 H 1.48375 2.14322 -2.79090  0.000
28 H 0.94060 1.44027 -1.27239  0.007
29 H 0.24438 0.38638 -4.05838  0.000
30 H -0.85152 1.22875 -2.94532  0.003
31 H -0.25008 -0.38280 -2.55428  -0.016
32 H 3.69750 0.18296 1.05164  -0.007
33 H 3.35066 0.24758 4.00097  0.000
34 H 1.25420 -0.55014 5.51677  0.001
35 H -0.65942 -1.36424 3.77700  0.003
36 S -1.90451 -2.43422 0.17524  0.057
37 C -3.32161 -1.46839 0.01351  -0.007
38 N -4.49946 -2.11443 0.01820  0.010
39 C -5.78614 -1.45475 -0.15632  -0.001
40 C -5.58288 -0.16570 -0.93204  0.001
41 C -4.48375 0.64488 -0.26846  -0.001
42 N -3.28125 -0.16391 -0.13028  0.000
43 H -4.45734 -3.11179 0.13649  0.005
44 H -6.23852 -1.24571 0.81757  0.000
45 H -6.44808 -2.13385 -0.69287  0.000
46 H -6.51127 0.40304 -0.96486  0.000
47 H -5.29097 -0.39963 -1.95808  0.000
48 H -4.81018 0.99873 0.71508  0.000
49 H -4.22494 1.51937 -0.86436  0.001
50 H -2.33331 0.31257 -0.08835  0.000
51 C -1.58998 2.06499 2.66078  -0.004
52 Si -0.77994 2.26205 0.98186  0.008
53 C 0.96479 2.88842 1.25886  -0.002
54 C -1.69369 3.59415 0.01646  0.017
55 O -0.89390 0.89048 0.09617  0.077
56 H -1.68391 3.03381 3.15888  0.000
57 H -1.00106 1.40750 3.30349  0.000
58 H -2.59074 1.63214 2.57274  0.000
59 H 0.89137 3.88000 1.71698  0.000
60 H 1.54021 2.99142 0.33674  0.000
61 H 1.51870 2.25143 1.94983  0.000
62 H -1.61947 4.56404 0.51491  0.001
63 H -2.75747 3.36485 -0.09174  -0.001
64 H -1.26882 3.69719 -0.98494  0.001

Calculated values
* F_max: 0.13 eV/A
* HOMO (alpha / beta): -7.36 / -7.57 eV
* spin multiplicity: 3
* energy above the lowest of the compared OMol25 structures with the same formula, charge and spin: 0.260 eV



DFT (wB97M-V/def2-TZVPD) results for a 10-piece molecular cluster, C16H50F2N9O13S2 overall at a distorted geometry.

Each line ends with the Mulliken charge.
Geometry (Å):
1 N -0.40041 1.97946 0.35488  -0.261
2 S 1.15410 1.93574 0.33328  0.677
3 O 1.77801 1.96623 -0.96889  -0.647
4 O 1.71478 1.09059 1.34642  -0.210
5 F 1.45568 3.41651 0.86504  -0.383
6 S -0.59739 0.64659 -0.69469  0.644
7 O 0.08594 -0.54783 -0.30873  -0.212
8 O -0.65197 1.07051 -2.06048  -0.624
9 F -2.08451 0.37278 -0.27336  -0.312
10 C 0.36278 -2.30770 4.35778  -1.343
11 C 1.05134 -1.22150 3.57558  0.421
12 O 0.50383 0.07078 3.78306  -0.518
13 H 0.60008 -2.28615 5.42514  0.367
14 H 0.42285 -3.35788 4.07810  0.329
15 H -0.71326 -2.10320 4.39141  0.312
16 H 1.04888 -1.36590 2.48948  0.045
17 H 2.11826 -1.14509 3.81582  0.189
18 H 1.09296 0.69670 3.35098  0.211
19 C 5.23872 1.67794 1.13587  -0.538
20 C 5.47039 0.41775 2.01482  -0.085
21 O 5.82901 0.87647 3.33609  -0.575
22 H 4.17773 1.82154 0.92480  -0.160
23 H 5.75040 1.65404 0.17482  0.259
24 H 5.48928 2.55436 1.73303  0.409
25 H 6.31053 -0.20853 1.73094  0.342
26 H 4.52014 -0.11412 2.07589  0.042
27 H 5.10793 1.38069 3.72265  0.297
28 C -1.49539 -5.48976 0.52048  -1.202
29 C -1.35226 -4.03374 1.00525  0.762
30 O -0.03769 -3.58956 0.91350  -0.562
31 H -2.56045 -5.69563 0.40730  0.277
32 H -1.00878 -6.11792 1.26380  0.376
33 H -1.10056 -5.53701 -0.49459  0.233
34 H -1.80281 -3.89052 1.99637  0.319
35 H -2.05310 -3.45267 0.39165  -0.463
36 H -0.04129 -2.64687 0.71987  0.228
37 C -3.02820 4.13205 -1.22460  0.421
38 O -3.73520 4.75160 -1.99974  -0.683
39 N -1.64064 4.11054 -1.35031  -0.142
40 N -3.41788 3.39263 -0.15684  -0.067
41 H -1.20755 4.57430 -2.12539  0.198
42 H -1.12311 3.49287 -0.72923  0.088
43 H -4.36142 3.14624 0.08300  0.214
44 H -2.74069 2.75872 0.21409  -0.003
45 C 1.37786 4.63279 4.96279  0.504
46 O 2.30811 4.59673 5.76814  -0.710
47 N 0.17842 5.23043 5.18361  -0.286
48 N 1.47089 3.97783 3.77450  -0.201
49 H -0.54938 5.06925 4.50766  0.231
50 H 0.09319 5.83688 5.97628  0.169
51 H 0.64683 3.77079 3.23601  0.293
52 H 2.41208 3.67090 3.60628  0.052
53 C 4.40721 1.15160 -3.07793  0.514
54 O 5.47256 0.78601 -3.59408  -0.718
55 N 4.32705 2.32873 -2.41974  -0.291
56 N 3.24599 0.45609 -3.14574  -0.269
57 H 5.13547 2.92277 -2.45559  0.183
58 H 3.55034 2.59170 -1.83347  0.274
59 H 3.36889 -0.52621 -3.32108  0.151
60 H 2.35995 0.80210 -2.82359  0.273
61 C -2.00040 3.51637 3.08382  0.362
62 O -2.64738 4.32442 3.77806  -0.756
63 N -1.93554 2.17979 3.15262  -0.038
64 N -1.23397 4.03382 2.09277  0.013
65 H -1.25960 1.71600 2.57452  0.062
66 H -2.47411 1.72135 3.86756  0.193
67 H -0.87413 3.43669 1.34457  0.206
68 H -1.53080 4.99403 1.98496  0.197
69 C -0.11139 -2.29215 -3.27330  -0.554
70 C -0.35055 -3.00267 -4.62548  0.571
71 C 0.21782 -2.31707 -5.81874  -1.521
72 O 0.18862 -4.33268 -4.44909  -0.565
73 H 0.96981 -2.29815 -3.12986  0.445
74 H -0.64210 -2.71598 -2.42050  -0.160
75 H -0.42843 -1.24699 -3.22881  0.185
76 H -1.38365 -3.30072 -4.83658  0.200
77 H -0.03944 -1.26908 -5.98229  0.306
78 H -0.24256 -2.83415 -6.66357  0.365
79 H 1.30848 -2.32860 -5.79608  0.334
80 H -0.53426 -4.92423 -4.65497  0.355
81 C -4.79206 -3.71772 -3.63768  -1.663
82 C -3.70524 -3.43275 -2.58697  1.257
83 C -3.72053 -2.09261 -1.85401  -1.064
84 O -3.96671 -4.43025 -1.57640  -0.606
85 H -5.73044 -3.92340 -3.12258  0.393
86 H -4.61123 -4.56703 -4.29882  0.364
87 H -4.92467 -2.86723 -4.31394  0.401
88 H -2.76482 -3.66640 -3.09296  -0.331
89 H -4.64631 -1.57731 -2.11633  0.447
90 H -2.88899 -1.51720 -2.26141  0.136
91 H -3.66319 -2.20776 -0.77621  0.283
92 H -3.51673 -5.23474 -1.85066  0.344

Calculated values
* F_max: 4.71 eV/A
* total charge: -1
* HOMO: -7.48 eV



DFT (wB97M-V/def2-TZVPD) results for one molecule with the formula C3H5ClN2 at a distorted geometry.

Each line ends with the Mulliken charge.
Geometry (Å):
1 H 1.89194 0.10142 -3.01994  0.204
2 N 2.13145 0.16640 -2.05444  -0.565
3 C 1.17560 0.19898 -1.22663  0.137
4 N -0.24131 0.01149 -1.49744  -0.274
5 C -1.30059 -0.10182 -0.50648  -0.040
6 C -1.44351 -0.11572 0.87211  -0.361
7 Cl -0.12367 -0.04100 2.07519  -0.196
8 H 1.46823 0.49109 -0.19338  0.250
9 H -0.30997 -0.54720 -2.44635  0.271
10 H -2.34362 -0.30480 -0.85067  0.221
11 H -2.42404 -0.17733 1.26128  0.354

Calculated values
* F_max: 3.89 eV/A
* HOMO: -8.80 eV
* SMILES string: [H]/N=C\N/C=C\Cl
* energy above the lowest of the compared OMol25 structures with the same formula, charge and spin: 1.208 eV



DFT (wB97M-V/def2-TZVPD) results for C16H12IN6O3Ti as an isolated structure at a distorted geometry.

Each line ends with the Mulliken spin population.
Geometry (Å):
1 Ti -0.09943 0.10714 0.12814  0.129
2 C 2.19387 1.06790 3.83019  -0.001
3 C 1.38449 2.15499 3.18406  -0.001
4 N 1.53035 3.40826 3.60414  0.000
5 C 0.78402 4.37627 3.06105  0.000
6 C -0.16512 4.18145 2.07271  0.000
7 C -0.93295 5.36537 1.51973  0.000
8 O -2.33466 5.11897 1.46624  0.000
9 C -0.32143 2.86744 1.60165  0.005
10 C -1.36194 2.59445 0.61535  0.006
11 N -1.52728 1.45778 0.01061  0.005
12 C -2.54858 1.19767 -0.96528  -0.001
13 C -3.11439 2.20108 -1.73610  0.000
14 C -4.07436 1.88667 -2.68287  0.000
15 C -4.45944 0.56796 -2.88645  0.000
16 C -3.88744 -0.45356 -2.14132  0.000
17 C -2.94461 -0.11900 -1.18858  0.001
18 I -2.17398 -1.71392 -0.03020  0.006
19 C 0.48109 1.87315 2.17262  -0.003
20 O 0.35732 0.55106 1.74814  0.014
21 H 2.83624 1.50680 4.58828  0.000
22 H 1.54896 0.32303 4.29843  0.000
23 H 2.81781 0.54600 3.10189  0.000
24 H 0.95258 5.37365 3.45206  0.000
25 H -0.70367 6.24511 2.11908  0.000
26 H -0.59794 5.58568 0.50567  0.000
27 H -2.77920 5.56135 2.19651  0.000
28 H -2.07181 3.39669 0.43301  -0.001
29 H -2.79504 3.22866 -1.61388  0.000
30 H -4.51437 2.67805 -3.27458  0.000
31 H -5.20500 0.32465 -3.63119  0.000
32 H -4.18639 -1.48039 -2.30020  -0.001
33 N 2.21963 -0.94878 -0.68069  0.209
34 C 3.34599 -0.46181 -0.39826  0.010
35 N 4.40884 -0.10683 -0.08346  0.165
36 C 5.62246 -0.00043 0.43453  -0.051
37 N 6.67160 0.09989 0.89681  0.106
38 O 0.93748 0.87902 -1.11149  0.014
39 N 1.13027 -0.50295 -1.25852  0.390

Calculated values
* F_max: 1.97 eV/A
* total charge: +2
* HOMO (alpha / beta): -15.60 / -15.60 eV
* spin multiplicity: 2
* energy above the lowest of the compared OMol25 structures with the same formula, charge and spin: 0.988 eV